[1]
An isolated molecule of C23H31N3O4S, computed with ωB97M-V/def2-TZVPD.

The geometry in XYZ format:
```
62
Properties=species:S:1:pos:R:3:mulliken_charge:R:1
C 2.2365 4.0038 -0.4013 -0.635
O 1.8655 4.2111 0.9488 -0.532
C 2.8772 3.9535 1.8611 0.498
C 3.4046 5.0300 2.5546 -0.466
C 4.4221 4.8550 3.4759 -0.495
C 4.9209 3.5849 3.6945 -0.827
C 4.3861 2.4993 3.0254 -0.562
C 3.3462 2.6482 2.1076 0.282
N 2.8022 1.5682 1.4054 0.775
C 1.3701 1.3604 1.5141 -1.401
C 0.8692 0.5173 0.3417 0.193
N 1.5865 -0.7373 0.3156 0.373
C 1.0938 -1.9291 -0.0603 -0.205
O 1.8125 -2.8828 -0.3150 -0.733
C -0.4303 -2.1078 -0.0359 0.336
C -0.7718 -3.5811 0.2068 -1.509
N -1.0041 -1.6190 -1.2817 0.681
C -2.4125 -1.6551 -1.3992 -0.069
C -3.0431 -2.4209 -2.3685 -0.072
C -4.4230 -2.4113 -2.4612 -1.599
C -5.2062 -1.6663 -1.5925 1.493
C -6.6992 -1.6837 -1.7094 -1.587
C -4.5749 -0.8961 -0.6108 0.454
C -5.3811 -0.0668 0.3416 -1.802
C -3.1916 -0.8968 -0.5316 0.054
S -0.0849 -1.5317 -2.6678 1.177
C 0.4854 -3.1986 -3.0816 -0.946
O -0.9426 -1.0535 -3.7082 -0.673
O 1.0744 -0.7410 -2.3687 -0.610
C 3.0186 -0.5285 0.2159 -1.384
C 3.5094 0.3062 1.3963 -0.764
H 3.0013 4.7270 -0.7053 0.330
H 2.6159 2.9923 -0.5642 0.189
H 1.3350 4.1592 -0.9913 0.232
H 3.0067 6.0116 2.3462 0.436
H 4.8270 5.7039 4.0047 0.384
H 5.7225 3.4295 4.4014 0.386
H 4.7739 1.5156 3.2388 0.435
H 0.8635 2.3248 1.5132 0.506
H 1.1328 0.8385 2.4579 0.215
H -0.2022 0.3575 0.4353 0.082
H 1.0507 1.0368 -0.6060 0.137
H -0.8500 -1.5259 0.7938 0.487
H -0.2682 -4.2175 -0.5142 0.234
H -0.4420 -3.8695 1.2018 0.419
H -1.8472 -3.7264 0.1310 0.394
H -2.4605 -3.0014 -3.0635 0.288
H -4.9017 -3.0056 -3.2261 0.305
H -7.0792 -0.6829 -1.9112 0.333
H -7.0137 -2.3410 -2.5156 0.369
H -7.1548 -2.0292 -0.7818 0.340
H -6.0588 -0.6954 0.9184 0.346
H -4.7351 0.4702 1.0309 0.367
H -5.9858 0.6579 -0.2019 0.350
H -2.7088 -0.2858 0.2174 0.257
H 0.9697 -3.1197 -4.0465 0.462
H 1.1953 -3.4996 -2.3203 0.266
H -0.3630 -3.8673 -3.1336 0.277
H 3.5011 -1.5063 0.2066 0.528
H 3.2332 -0.0160 -0.7284 0.236
H 4.5770 0.4941 1.2715 0.553
H 3.3494 -0.2598 2.3293 0.417
```

Computed properties:
SMILES: COc1ccccc1N1CCN(C(=O)[C@H](C)N(c2ccc(C)c(C)c2)S(C)(=O)=O)CC1
E_tot: -47849.4465 eV
Multiplicity: 1
LUMO level: 0.63 eV

=====

[2]
An isolated molecule of C23H31N3O5S, computed with ωB97M-V/def2-TZVPD.

The geometry in XYZ format:
```
63
Properties=species:S:1:pos:R:3:mulliken_charge:R:1
C -6.7283 -3.7548 -0.2280 -1.299
C -6.5272 -2.3055 -0.6540 -0.352
C -5.0917 -1.8428 -0.4169 -0.175
C -4.8985 -0.3889 -0.8452 -1.443
N -3.5777 0.0926 -0.4718 0.399
C -2.5702 -0.0809 -1.3916 0.203
O -2.7668 -0.3781 -2.5479 -0.670
N -1.2863 0.1112 -0.9250 0.110
C -0.8128 -0.1868 0.3633 0.024
O -1.5390 -0.7324 1.1790 -0.719
C 0.5943 0.0171 0.5694 0.588
C 1.5593 0.7432 -0.0965 1.172
N 1.4275 1.8374 -0.8859 -0.114
C 2.5696 2.6383 -1.2938 -0.593
C 2.7449 3.8446 -0.3593 -0.662
O 1.5963 4.6515 -0.3419 -0.425
C 0.4781 3.8940 0.0617 -0.707
C 0.2414 2.6808 -0.8469 0.209
C 2.8641 0.1300 0.2357 0.260
C 3.8480 -0.1445 -0.6329 -1.084
C 5.0804 -0.8627 -0.3376 0.351
C 5.6392 -1.6836 -1.3194 -0.408
C 6.8049 -2.3828 -1.0777 -0.633
C 7.4488 -2.2610 0.1434 -0.407
C 6.9222 -1.4265 1.1148 -0.765
C 5.7500 -0.7324 0.8795 -0.304
C 2.7122 -0.4642 1.6062 -0.836
C 1.2334 -0.8643 1.6242 -1.262
S -3.5781 1.2880 0.7318 1.190
C -3.9006 0.4126 2.2704 -1.051
O -2.3045 1.9429 0.7622 -0.569
O -4.7127 2.1252 0.4729 -0.755
H -6.0692 -4.4114 -0.7909 0.333
H -7.7551 -4.0659 -0.4040 0.391
H -6.5090 -3.8766 0.8305 0.327
H -6.7675 -2.2009 -1.7136 0.299
H -7.2110 -1.6628 -0.0947 0.310
H -4.4036 -2.4704 -0.9860 0.305
H -4.8378 -1.9489 0.6396 0.274
H -5.0080 -0.2996 -1.9298 0.404
H -5.6238 0.2672 -0.3638 0.461
H -0.5963 0.1649 -1.6633 0.272
H 3.4870 2.0594 -1.2854 0.379
H 2.3763 3.0013 -2.3086 0.345
H 3.5654 4.4760 -0.7049 0.389
H 2.9695 3.4804 0.6565 0.317
H -0.3850 4.5574 0.0229 0.393
H 0.6129 3.5415 1.0950 0.355
H -0.6230 2.1574 -0.4547 -0.134
H 0.0361 3.0244 -1.8656 0.207
H 3.7277 0.1192 -1.6767 0.506
H 5.1398 -1.7812 -2.2730 0.398
H 7.2170 -3.0223 -1.8445 0.382
H 8.3622 -2.8052 0.3319 0.383
H 7.4306 -1.3123 2.0612 0.382
H 5.3678 -0.0573 1.6296 0.425
H 3.3763 -1.3113 1.7665 0.471
H 2.9106 0.2859 2.3757 0.295
H 0.7538 -0.7084 2.5908 0.338
H 1.1136 -1.9197 1.3670 0.387
H -3.8248 1.1474 3.0617 0.444
H -3.1496 -0.3581 2.3748 0.348
H -4.9034 0.0127 2.2138 0.340
```

Computed properties:
SMILES: CCCCN(C(=O)NC(=O)C1=C(N2CCOCC2)/C(=C/c2ccccc2)CC1)S(C)(=O)=O
E_tot: -49896.6242 eV
Multiplicity: 1
LUMO level: 0.00 eV

=====

[3]
A structure of composition C23H31NO3, computed with ωB97M-V/def2-TZVPD.

The geometry in XYZ format:
```
58
Properties=species:S:1:pos:R:3:mulliken_charge:R:1
C 3.0733 -3.0394 6.5025 -1.170
C 2.1787 -2.6321 5.2954 0.658
C 1.3993 -3.6967 4.6182 -0.816
C 0.5691 -3.3511 3.7577 -0.658
C 0.5840 -1.9618 3.3865 0.500
C 1.1470 -1.0641 4.0880 0.065
C 1.9590 -1.3544 5.1857 -0.959
H 2.7368 -0.6838 5.4073 0.290
H 1.1302 -0.1402 3.6601 0.463
C -0.5386 -1.6965 2.2439 -1.618
H -1.1501 -1.0086 2.4226 1.293
H -1.2107 -2.7007 2.1204 0.108
C 0.3665 -1.4587 0.9551 -0.440
C -0.8438 -1.1780 -0.2015 0.078
O -1.1085 -1.8936 -1.0224 -0.525
N -1.1944 0.1739 0.0505 0.036
H -0.6704 0.9070 0.7120 0.386
C -2.0526 0.8461 -0.9097 -2.686
H -2.4769 -0.0157 -1.7297 0.230
C -1.4177 1.7514 -1.9183 1.706
C -0.1007 1.0278 -2.7328 -0.836
C 0.3210 1.9078 -3.6160 -0.312
C -0.6602 2.4743 -4.7368 -2.166
C -1.8314 3.2378 -3.8467 0.156
C -0.9031 4.2948 -3.3482 -0.935
C -0.0412 3.9668 -2.2587 0.257
C 1.1428 3.3516 -2.8551 -1.223
H 1.5317 3.7845 -3.7644 0.527
H 1.7655 2.8316 -2.1255 0.416
C -0.7475 3.0302 -1.1756 -1.795
H -1.4627 3.4047 -0.7224 0.982
H 0.1912 2.5918 -0.4998 0.235
H 0.3716 4.7635 -1.6599 0.345
H -0.5258 5.2443 -3.7840 0.276
H -1.8215 5.0311 -2.5652 0.268
C -2.4500 2.2012 -3.0796 -1.416
H -2.6356 1.4807 -3.5926 0.914
H -3.3838 2.8621 -2.3207 0.347
H -2.4470 3.6226 -4.6434 0.434
H -0.2033 3.0809 -5.3590 0.696
H -1.1374 1.8598 -5.2230 0.984
H 1.0471 1.3973 -4.1031 0.322
H -0.6099 0.1928 -3.1647 0.542
H 0.5874 0.7578 -1.9173 0.349
H -2.7131 1.2276 -0.4185 1.225
H 0.9959 -0.7048 0.9600 1.165
C 0.8179 -2.7711 0.4671 -1.238
H 1.3851 -3.1553 1.2736 0.620
C -0.1569 -3.9766 -0.1056 0.556
O -1.1764 -4.4250 0.7501 -0.662
O 0.0962 -4.4405 -1.2628 -0.379
H -0.6051 -5.0368 -1.5461 0.431
H 1.5357 -2.6793 -0.5975 0.236
H -0.1198 -4.0631 3.3606 0.440
H 1.4436 -4.6070 5.1073 0.446
H 2.3817 -3.2754 7.4336 0.233
H 3.9615 -2.2546 6.7016 0.303
H 3.6767 -4.0390 6.3466 0.314
```

Computed properties:
E_tot: -31970.9589 eV
Multiplicity: 1
LUMO level: 0.45 eV

=====

Ordered HOMO results: -8.043, -7.842, -8.544; unit eV.
Ordered Kohn-Sham gap results: 8.669, 7.842, 8.990; unit eV.